# 1
ORCA calculation (ωB97M-V/def2-TZVPD) on 6 unconnected molecules or ions with the total composition C18H30Cl6O9 at a distorted geometry.

Structure (ORCA input):
```
! RIJCOSX wB97M-V def2-TZVPD def2/J DEFGRID3
* xyz 0 1
Cl 13.884 -23.798 -25.673
Cl 25.399 -21.905 -27.277
Cl 14.041 -20.405 -22.548
Cl 16.636 -24.604 -23.790
Cl 17.406 -19.434 -25.273
Cl 22.074 -22.798 -29.796
O 22.024 -20.080 -17.812
O 25.440 -26.257 -26.886
O 27.610 -25.757 -26.078
O 21.005 -19.993 -19.917
O 21.066 -23.391 -25.635
O 26.534 -27.746 -25.749
O 20.601 -25.057 -27.005
O 21.761 -21.783 -19.008
O 22.725 -25.040 -26.107
C 24.801 -28.992 -25.066
C 26.628 -26.476 -26.214
C 23.712 -22.259 -29.324
C 19.390 -21.777 -25.986
C 21.552 -24.538 -26.245
C 20.468 -20.964 -20.797
C 15.561 -25.683 -24.769
C 15.131 -20.174 -23.954
C 19.758 -23.333 -25.828
C 25.454 -28.462 -26.342
C 20.922 -20.585 -22.238
C 19.545 -24.136 -27.113
C 14.092 -25.371 -24.863
C 21.677 -20.565 -18.873
C 23.784 -22.461 -27.805
C 16.558 -19.848 -23.741
C 21.052 -22.240 -20.149
C 24.693 -27.380 -26.992
H 25.701 -29.350 -26.923
H 24.608 -22.696 -29.766
H 24.271 -28.226 -24.500
H 15.121 -21.025 -24.636
H 18.314 -21.602 -26.011
H 14.607 -19.481 -24.612
H 23.896 -23.542 -27.735
H 15.583 -26.714 -24.415
H 18.547 -24.568 -27.198
H 25.541 -29.498 -24.446
H 24.063 -29.792 -25.117
H 22.957 -22.066 -27.214
H 19.817 -21.406 -26.917
H 23.730 -21.201 -29.584
H 20.632 -19.602 -22.609
H 21.629 -22.889 -20.807
H 19.721 -23.469 -27.956
H 24.666 -27.739 -28.021
H 19.219 -23.784 -24.995
H 13.576 -25.281 -23.907
H 23.749 -27.224 -26.469
H 19.397 -21.037 -20.985
H 16.711 -19.155 -22.914
H 19.703 -21.131 -25.166
H 17.093 -20.696 -23.313
H 21.942 -20.751 -22.586
H 20.202 -22.792 -19.748
H 20.319 -21.200 -22.905
H 16.120 -25.851 -25.689
H 13.578 -26.105 -25.483
*
```

Summary:
* maximum force: 7.030 eV/Å
* ΔE to the lowest compared entry with this formula, charge and spin: 97.7 kcal per mole
* total energy: -4142.10186 hartree
* Kohn-Sham gap: 10.5 eV



# 2
ORCA calculation (ωB97M-V/def2-TZVPD) on a molecular structure, CBr3P at a distorted geometry.

Structure (ORCA input):
```
! RIJCOSX wB97M-V def2-TZVPD def2/J DEFGRID3
* xyz 0 1
Br -3.408 1.291 0.161
Br 1.213 -1.569 -0.863
Br 2.054 1.282 0.067
P -2.289 -0.561 0.677
C 2.429 -0.444 -0.042
*
```

Summary:
* maximum force: 2.514 eV/Å
* ΔE to the lowest compared entry with this formula, charge and spin: 99.0 kcal per mole
* total energy: -8101.31777 hartree
* Kohn-Sham gap (spin up / spin down): 6.9 / 6.9 eV



# 3
ORCA calculation (ωB97M-V/def2-TZVPD) on a molecular structure, C6H8O2 at a distorted geometry.

Structure (ORCA input):
```
! RIJCOSX wB97M-V def2-TZVPD def2/J DEFGRID3
* xyz 0 1
O -2.051 0.930 0.225
O -1.939 -1.178 -0.367
C 0.637 1.434 0.288
C 0.068 0.073 0.184
C 1.719 1.737 -0.453
C -1.369 -0.169 0.030
C 2.066 -1.488 0.206
C 0.658 -1.193 -0.057
H -0.091 -2.058 -0.299
H 3.001 -1.210 -0.715
H 2.239 -2.538 0.538
H 0.171 2.240 0.753
H -2.857 0.560 -0.113
H 2.129 0.706 -0.966
H 2.416 -0.801 1.320
H 2.244 2.713 -0.558
*
```

Summary:
* maximum force: 5.127 eV/Å
* ΔE to the lowest compared entry with this formula, charge and spin: 82.3 kcal per mole
* total energy: -383.77895 hartree
* Kohn-Sham gap: 8.9 eV



# 4
ORCA calculation (ωB97M-V/def2-TZVPD) on a molecular structure, C16H19Cl2N3NiO6P2S3.

Structure (ORCA input):
```
! RIJCOSX wB97M-V def2-TZVPD def2/J DEFGRID3
* xyz 0 3
Ni -0.576 -0.667 0.517
Cl 1.118 -2.099 -3.679
Cl -3.387 -0.296 -1.202
S -2.697 2.429 3.190
S -0.854 -2.251 -1.147
S -1.090 -3.695 4.027
P 2.413 0.310 1.435
P 1.177 1.591 -1.218
O 1.978 1.646 2.222
O 3.732 -0.200 1.874
O 1.599 1.631 -2.641
O 1.240 -0.626 1.378
O 1.045 3.079 -0.612
O -0.023 0.794 -0.806
N -1.010 -1.992 2.164
N 2.815 -0.439 -1.064
N -1.645 0.586 1.819
C -2.060 1.819 1.718
C -0.340 -1.142 -3.631
C -2.415 0.927 3.960
C -0.733 -3.238 2.410
C -2.578 0.455 -3.640
C -2.082 2.604 0.455
C -0.587 -0.322 -4.718
C 3.877 1.717 -0.506
C -2.305 -0.374 -2.569
C -0.154 -4.198 1.430
C -1.514 -1.343 3.265
C -1.181 -1.208 -2.515
C 2.627 0.871 -0.317
C -1.714 0.477 -4.723
C -1.862 0.062 3.076
C -1.638 -2.113 4.374
H 0.303 -5.044 1.940
H -0.929 -4.565 0.756
H -2.669 0.754 4.992
H 2.720 1.978 2.742
H 1.987 -1.036 -0.928
H 3.637 -0.928 -0.703
H -1.340 2.207 -0.231
H 2.882 -0.232 -2.068
H -1.888 3.660 0.637
H 1.328 3.716 -1.279
H 3.748 2.660 0.024
H 0.594 -3.689 0.824
H -2.009 -1.834 5.346
H -1.914 1.126 -5.565
H 0.115 -0.306 -5.539
H -3.065 2.503 -0.010
H -3.457 1.083 -3.613
H 4.035 1.941 -1.563
H 4.749 1.210 -0.091
*
```

Summary:
* maximum force: 0.442 eV/Å
* ΔE to the lowest compared entry with this formula, charge and spin: 12.1 kcal per mole
* expectation value of S²: 2.005
* total energy: -5543.13294 hartree
* Kohn-Sham gap (spin up / spin down): 7.8 / 7.9 eV



# 5
ORCA calculation (ωB97M-V/def2-TZVPD) on C4H10N in the gas phase at a distorted geometry.

Structure (ORCA input):
```
! RIJCOSX wB97M-V def2-TZVPD def2/J DEFGRID3
* xyz 0 2
N 0.008 0.769 -1.324
C 0.437 -0.219 -0.318
C -0.023 -0.375 2.204
C 0.086 0.646 -2.667
C -0.575 -0.511 0.758
H 0.605 -1.183 -0.789
H -0.384 1.615 -0.944
H -0.889 -0.486 2.920
H -0.431 1.417 -3.233
H 0.916 -0.951 2.357
H -0.846 -1.574 0.771
H 0.903 0.055 -3.058
H -1.556 -0.017 0.684
H 1.388 0.200 0.064
H 0.362 0.614 2.576
*
```

Summary:
* maximum force: 2.263 eV/Å
* ΔE to the lowest compared entry with this formula, charge and spin: 7.9 kcal per mole
* expectation value of S²: 0.753
* total energy: -213.06266 hartree
* Kohn-Sham gap (spin up / spin down): 7.0 / 11.0 eV



Repeat the first record exactly.
ORCA calculation (ωB97M-V/def2-TZVPD) on 6 unconnected molecules or ions with the total composition C18H30Cl6O9 at a distorted geometry.

Structure (ORCA input):
```
! RIJCOSX wB97M-V def2-TZVPD def2/J DEFGRID3
* xyz 0 1
Cl 13.884 -23.798 -25.673
Cl 25.399 -21.905 -27.277
Cl 14.041 -20.405 -22.548
Cl 16.636 -24.604 -23.790
Cl 17.406 -19.434 -25.273
Cl 22.074 -22.798 -29.796
O 22.024 -20.080 -17.812
O 25.440 -26.257 -26.886
O 27.610 -25.757 -26.078
O 21.005 -19.993 -19.917
O 21.066 -23.391 -25.635
O 26.534 -27.746 -25.749
O 20.601 -25.057 -27.005
O 21.761 -21.783 -19.008
O 22.725 -25.040 -26.107
C 24.801 -28.992 -25.066
C 26.628 -26.476 -26.214
C 23.712 -22.259 -29.324
C 19.390 -21.777 -25.986
C 21.552 -24.538 -26.245
C 20.468 -20.964 -20.797
C 15.561 -25.683 -24.769
C 15.131 -20.174 -23.954
C 19.758 -23.333 -25.828
C 25.454 -28.462 -26.342
C 20.922 -20.585 -22.238
C 19.545 -24.136 -27.113
C 14.092 -25.371 -24.863
C 21.677 -20.565 -18.873
C 23.784 -22.461 -27.805
C 16.558 -19.848 -23.741
C 21.052 -22.240 -20.149
C 24.693 -27.380 -26.992
H 25.701 -29.350 -26.923
H 24.608 -22.696 -29.766
H 24.271 -28.226 -24.500
H 15.121 -21.025 -24.636
H 18.314 -21.602 -26.011
H 14.607 -19.481 -24.612
H 23.896 -23.542 -27.735
H 15.583 -26.714 -24.415
H 18.547 -24.568 -27.198
H 25.541 -29.498 -24.446
H 24.063 -29.792 -25.117
H 22.957 -22.066 -27.214
H 19.817 -21.406 -26.917
H 23.730 -21.201 -29.584
H 20.632 -19.602 -22.609
H 21.629 -22.889 -20.807
H 19.721 -23.469 -27.956
H 24.666 -27.739 -28.021
H 19.219 -23.784 -24.995
H 13.576 -25.281 -23.907
H 23.749 -27.224 -26.469
H 19.397 -21.037 -20.985
H 16.711 -19.155 -22.914
H 19.703 -21.131 -25.166
H 17.093 -20.696 -23.313
H 21.942 -20.751 -22.586
H 20.202 -22.792 -19.748
H 20.319 -21.200 -22.905
H 16.120 -25.851 -25.689
H 13.578 -26.105 -25.483
*
```

Summary:
* maximum force: 7.030 eV/Å
* ΔE to the lowest compared entry with this formula, charge and spin: 97.7 kcal per mole
* total energy: -4142.10186 hartree
* Kohn-Sham gap: 10.5 eV



- ΔE to the lowest compared entry with this formula, charge and spin of number 2 (CBr3P)?
  99.0 kcal per mole



- What is the formula in the third record?
  C6H8O2



- Among the records above, which one has the highest total energy?
  C4H10N